Computed, not measured: C18H13N4O4Sr as an isolated structure, with ωB97M-V with the def2-TZVPD basis set.

- lowest unoccupied orbital energy (eV) = -3.93
- max |F| (eV/Å) = 2.422

ORCA input file:
```
! wB97M-V def2-TZVPD RIJCOSX def2/J DEFGRID3
* xyz 1 1
Sr -0.62 -0.32 -0.46
O -1.55 4.34 -1.27
C -1.43 3.05 -1.00
O -0.40 2.42 -1.12
C -2.72 2.41 -0.53
C -3.95 3.00 -0.47
C -5.03 2.20 -0.06
C -4.83 0.87 0.26
C -3.53 0.37 0.21
N -2.51 1.14 -0.18
C -3.17 -1.09 0.56
O -4.00 -1.95 0.33
O -1.95 -1.24 0.98
H -0.67 4.63 -1.57
H -4.09 4.04 -0.73
H -6.02 2.62 -0.01
H -5.65 0.22 0.55
C 4.33 2.65 1.04
C 3.00 2.64 1.43
C 2.21 1.54 1.12
C 2.77 0.47 0.45
C 4.10 0.46 0.05
C 4.87 1.57 0.34
N 1.86 -0.64 0.18
N 2.44 -1.71 -0.03
C 1.55 -2.85 -0.28
C 2.10 -4.08 -0.02
C 1.29 -5.19 -0.17
C -0.01 -5.03 -0.59
C -0.46 -3.75 -0.88
N 0.31 -2.67 -0.74
H 4.95 3.51 1.27
H 2.58 3.48 1.97
H 1.17 1.51 1.44
H 4.50 -0.38 -0.49
H 5.91 1.60 0.04
H 3.13 -4.14 0.30
H 1.68 -6.18 0.05
H -0.67 -5.88 -0.71
H -1.47 -3.60 -1.23
*
```

Atomic partial charges in e from the natural (NBO) method, atoms 1 to 2: number 1, Sr, carries 1.8452; number 2, O, carries -0.6332

=====

Computed, not measured: C18H13N5O2SeSn as an isolated structure, with ωB97M-V with the def2-TZVPD basis set.

- lowest unoccupied orbital energy (eV) = -7.75
- energy above the lowest of the compared OMol25 structures with the same formula, charge and spin (eV) = 0.341
- max |F| (eV/Å) = 1.592

ORCA input file:
```
! wB97M-V def2-TZVPD RIJCOSX def2/J DEFGRID3
* xyz 2 1
Sn 2.11 -0.58 0.52
O -1.14 2.34 -6.29
C -0.24 2.40 -5.31
O 0.48 3.34 -5.15
C -0.18 1.27 -4.31
C -1.32 0.64 -3.80
C -1.24 -0.15 -2.67
C 0.00 -0.36 -2.04
C 1.15 0.22 -2.60
C 1.06 1.03 -3.71
N 0.18 -1.05 -0.85
C -0.68 -1.87 -0.35
C -0.43 -2.51 0.93
C -1.38 -3.35 1.51
C -1.06 -4.01 2.69
C 0.19 -3.81 3.26
C 1.06 -2.91 2.65
N 0.76 -2.28 1.52
H -1.63 1.52 -6.39
H -2.28 0.80 -4.27
H -2.14 -0.57 -2.26
H 2.13 -0.01 -2.15
H 1.94 1.51 -4.12
H -1.59 -2.15 -0.88
H -2.34 -3.48 1.05
H -1.78 -4.68 3.15
H 0.48 -4.32 4.16
H 2.03 -2.70 3.08
Se 0.41 3.35 -0.30
N -0.08 3.87 1.26
C 0.20 2.95 2.18
C -0.03 2.99 3.57
C 0.37 1.89 4.29
C 0.96 0.78 3.67
N 1.18 0.71 2.37
C 0.82 1.78 1.64
N 1.02 1.80 0.32
H -0.50 3.84 4.02
H 0.23 1.86 5.36
H 1.26 -0.08 4.25
*
```

Atomic partial charges in e from the natural (NBO) method, atoms 1 to 2: number 1, Sn, carries 1.4381; number 2, O, carries -0.6371

=====

Computed, not measured: C18H14AsO4PtS2 as an isolated structure, with ωB97M-V with the def2-TZVPD basis set.

- lowest unoccupied orbital energy (eV) = 2.48
- energy above the lowest of the compared OMol25 structures with the same formula, charge and spin (eV) = 0.000
- max |F| (eV/Å) = 0.828

ORCA input file:
```
! wB97M-V def2-TZVPD RIJCOSX def2/J DEFGRID3
* xyz -1 1
Pt -0.36 2.57 -1.87
S -2.59 2.31 -1.43
C -2.99 0.88 -0.48
C -4.26 0.34 -0.66
C -4.67 -0.77 0.06
C -3.80 -1.37 0.97
C -2.53 -0.84 1.14
C -2.11 0.29 0.44
As -0.41 1.18 0.78
C 0.43 0.93 -1.00
C 1.98 1.02 -0.88
C 2.74 0.38 -2.00
C 2.19 -0.53 -2.80
C 0.78 -0.87 -2.68
C -0.03 -0.19 -1.85
C 0.43 -0.32 1.76
C 0.79 -1.54 1.17
C 1.37 -2.55 1.93
C 1.60 -2.36 3.29
C 1.25 -1.16 3.88
C 0.67 -0.15 3.12
H -4.93 0.80 -1.38
H -5.66 -1.18 -0.09
H -4.10 -2.25 1.53
H -1.86 -1.30 1.85
H 2.26 0.48 0.03
H 3.78 0.67 -2.08
H 2.79 -1.02 -3.56
H 0.36 -1.64 -3.32
H -1.09 -0.42 -1.82
H 0.61 -1.70 0.12
H 1.65 -3.48 1.45
H 2.05 -3.15 3.88
H 1.42 -1.00 4.94
H 0.41 0.80 3.59
O 2.49 2.32 -0.56
S 2.38 3.53 -1.66
O 3.72 3.78 -2.10
O 1.70 4.60 -0.98
O 1.53 2.91 -2.73
*
```

Atomic partial charges in e from the natural (NBO) method, atoms 1 to 2: number 1, Pt, carries 0.5366; number 2, S, carries -0.2318

=====

Number 1: Kohn-Sham gap 8.3374 eV. Number 2: Kohn-Sham gap 7.1356 eV. Number 3: Kohn-Sham gap 6.9771 eV.